Here is a structure of composition C51H39N9OPV at a distorted geometry from the Open Molecules 2025 dataset. Energies are from wB97M-V/def2-TZVPD.

Its multiplicity is 2. Its HOMO energy (alpha / beta) is -15.16 / -15.16 eV. As for the total charge: +3. Its expectation value of S² is 0.785. As for the LUMO energy (alpha / beta): -0.3887 / -0.3631 hartree. As for the energy relative to the best compared isomer or geometry (same formula, charge and spin): 136.03 kJ/mol. Its HOMO-LUMO gap (alpha / beta) is 4.59 / 5.28 eV. Its total energy is -3819.27460 hartree.

Geometry (Å):
V (0.2723, 0.0894, 0.0945)
C (-2.6139, -4.3238, 1.0636)
N (-2.3468, -3.0144, 0.5294)
C (-1.2071, -2.3161, 0.7187)
N (-1.2379, -1.1789, 0.0123)
C (-2.4190, -1.1627, -0.6714)
C (-3.1363, -2.3150, -0.3368)
C (-4.4153, -2.8034, -0.8301)
C (-4.6692, -2.7932, -2.2082)
C (-5.8380, -3.3353, -2.7002)
C (-6.7828, -3.8747, -1.8357)
C (-6.5548, -3.8521, -0.4646)
C (-5.3802, -3.3279, 0.0379)
C (-2.8007, -0.0964, -1.5844)
C (-4.1332, 0.3259, -1.6683)
C (-4.4897, 1.3326, -2.5435)
C (-3.5279, 1.9304, -3.3470)
C (-2.2080, 1.4986, -3.2923)
C (-1.8427, 0.4879, -2.4213)
P (0.1261, -2.8448, 1.8494)
C (1.5039, -2.4300, 0.7233)
N (1.5749, -1.3004, 0.0087)
C (2.7448, -1.3571, -0.6998)
C (3.4011, -2.5459, -0.3898)
N (2.5865, -3.1998, 0.4951)
C (2.8507, -4.4829, 1.0851)
C (4.7426, -2.9876, -0.7492)
C (5.0152, -4.2888, -1.1808)
C (6.3150, -4.6651, -1.4622)
C (7.3587, -3.7625, -1.3001)
C (7.0935, -2.4651, -0.8800)
C (5.7974, -2.0736, -0.6154)
C (3.0944, -0.3364, -1.6716)
C (2.7162, 0.9945, -1.4613)
C (3.0084, 1.9572, -2.4114)
C (3.6767, 1.5989, -3.5758)
C (4.0599, 0.2821, -3.7858)
C (3.7732, -0.6852, -2.8422)
C (0.1192, -1.2327, 2.7071)
N (0.1731, -0.0353, 2.1149)
C (0.0622, 0.8967, 3.1063)
C (-0.0580, 0.2415, 4.3306)
N (-0.0223, -1.0910, 4.0440)
C (-0.1034, -2.1742, 4.9858)
C (-0.0742, 0.8177, 5.6673)
C (0.8318, 1.8489, 5.9469)
C (0.8853, 2.4068, 7.2077)
C (0.0291, 1.9558, 8.2045)
C (-0.8881, 0.9513, 7.9287)
C (-0.9373, 0.3734, 6.6738)
C (-0.0124, 2.3222, 2.8156)
C (-1.0049, 3.1260, 3.5142)
C (-1.1179, 4.4451, 3.3246)
C (-0.3612, 5.1534, 2.2583)
C (0.6866, 4.2796, 1.4955)
C (0.8598, 2.8829, 1.9454)
H (-1.6754, -4.8663, 1.1902)
H (-3.2529, -4.8673, 0.3677)
H (-3.1161, -4.2596, 2.0308)
H (-3.9291, -2.3942, -2.8843)
H (-6.0073, -3.3576, -3.7640)
H (-7.6895, -4.3086, -2.2266)
H (-7.2925, -4.2525, 0.2120)
H (-5.2275, -3.2891, 1.1057)
H (-4.8761, -0.1313, -1.0343)
H (-5.5171, 1.6569, -2.5988)
H (-3.8054, 2.7217, -4.0257)
H (-1.4711, 1.9413, -3.9459)
H (-0.8158, 0.1028, -2.4274)
H (3.9262, -4.6008, 1.2258)
H (2.4951, -5.2828, 0.4314)
H (2.3420, -4.5583, 2.0470)
H (4.2112, -4.9914, -1.3375)
H (6.5179, -5.6637, -1.8148)
H (8.3723, -4.0682, -1.5048)
H (7.9027, -1.7632, -0.7564)
H (5.5906, -1.0706, -0.2719)
H (2.2859, 1.2764, -0.4867)
H (2.7461, 2.9916, -2.2420)
H (3.9070, 2.3522, -4.3123)
H (4.5783, 0.0065, -4.6906)
H (4.0442, -1.7152, -3.0127)
H (0.3277, -1.8635, 5.9376)
H (0.4453, -3.0368, 4.6047)
H (-1.1430, -2.4668, 5.1508)
H (1.5117, 2.1747, 5.1732)
H (1.6001, 3.1876, 7.4175)
H (0.0724, 2.3932, 9.1888)
H (-1.5695, 0.6202, 8.6966)
H (-1.6772, -0.3864, 6.4736)
H (-1.6238, 2.6251, 4.2422)
H (-1.8217, 5.0452, 3.8817)
H (-0.0777, 6.1714, 2.5237)
H (1.6176, 4.7860, 1.2315)
H (1.7108, 2.3186, 1.5649)
O (-0.2737, 1.5338, -0.2830)
N (-0.3916, 2.4857, -1.1352)
C (-0.4861, 3.7460, -0.8886)
C (-0.6560, 4.6213, -2.0019)
N (-0.7923, 5.3459, -2.8742)
C (-0.3918, 4.3735, 0.4135)
N (-1.2096, 5.1165, 1.0535)



Here is an isolated molecule of C2H2N2OS at a distorted geometry from the Open Molecules 2025 dataset. Energies are from wB97M-V/def2-TZVPD.

Its HOMO energy (alpha / beta) is -9.27 / -9.27 eV. As for the LUMO energy (alpha / beta): -0.0340 / -0.0340 hartree. As for the energy relative to the best compared isomer or geometry (same formula, charge and spin): 147.45 kJ/mol. Its HOMO-LUMO gap (alpha / beta) is 8.34 / 8.34 eV. Its total energy is -660.29154 hartree.

Geometry (Å):
C (1.3229, 0.3474, 2.1561)
C (0.0284, 0.2403, 1.4840)
N (2.3012, 0.6027, 2.7033)
N (0.2142, 0.0388, 0.0986)
O (-2.5127, -0.0589, 1.5091)
S (-1.4084, 0.2848, 2.3739)
H (1.0444, -0.4478, -0.1681)
H (-0.5802, -0.5028, -0.1983)



Here is an isolated molecule of C5H10O at a distorted geometry from the Open Molecules 2025 dataset. Energies are from wB97M-V/def2-TZVPD.

Its HOMO energy is -9.16 eV. As for the LUMO energy: 0.0393 hartree. As for the energy relative to the best compared isomer or geometry (same formula, charge and spin): 388.48 kJ/mol. The SMILES is CC[C@@H]1C[C@H]1O. Its HOMO-LUMO gap is 10.23 eV. Its total energy is -271.60465 hartree.

Geometry (Å):
C (0.2237, 0.7294, -2.0660)
C (0.2854, -0.6543, -1.1454)
C (-0.2354, 0.0309, 0.1475)
C (0.6376, 0.3187, 1.2377)
C (-0.4421, -0.7133, 1.5632)
H (1.0851, 1.4940, -1.8190)
H (-0.7223, 1.1759, -1.8623)
H (0.5520, 0.5240, -3.1621)
H (1.0600, -1.4146, -0.7384)
H (-0.5248, -1.2745, -1.5646)
H (-1.2098, 0.6755, -0.0226)
H (1.7308, 0.0560, 0.8667)
H (0.6234, 1.2913, 1.7577)
H (0.0532, -1.7594, 1.5942)
H (-1.9607, -0.4470, 2.5702)
O (-1.1560, -0.0324, 2.6432)



Here is a structure of composition C35H25ClF3N5O8Pt at a distorted geometry from the Open Molecules 2025 dataset. Energies are from wB97M-V/def2-TZVPD.

Its HOMO energy is -13.51 eV. As for the total charge: +2. As for the LUMO energy: -0.2806 hartree. As for the energy relative to the best compared isomer or geometry (same formula, charge and spin): 0.00 kJ/mol. Its HOMO-LUMO gap is 5.88 eV. Its total energy is -3103.01942 hartree.

Geometry (Å):
Pt (0.2635, -0.3034, 0.1136)
O (7.2391, -4.0699, 0.4525)
C (6.2017, -3.7952, -0.3499)
O (6.1791, -4.1295, -1.4944)
C (5.0560, -3.0046, 0.2322)
C (3.7604, -3.4411, -0.0478)
C (2.6785, -2.6929, 0.3643)
C (2.8994, -1.4830, 1.0137)
C (4.1841, -1.0325, 1.2953)
C (5.2650, -1.8106, 0.9122)
N (1.7861, -0.6455, 1.3710)
C (1.8234, 0.1391, 2.3851)
C (0.8027, 1.1701, 2.5302)
C (0.6586, 1.9701, 3.6378)
C (-0.4257, 2.8492, 3.6616)
C (-1.3040, 2.8576, 2.5951)
C (-1.0890, 2.0111, 1.5086)
N (-0.0301, 1.2174, 1.4690)
H (7.0657, -3.8170, 1.3679)
H (3.6185, -4.3646, -0.5937)
H (1.6703, -3.0332, 0.1855)
H (4.3426, -0.0802, 1.7857)
H (6.2719, -1.4630, 1.1086)
H (2.5684, -0.0143, 3.1598)
H (1.3520, 1.8939, 4.4638)
H (-0.5864, 3.4939, 4.5148)
H (-2.1772, 3.4948, 2.5984)
H (-1.7590, 1.9529, 0.6668)
O (2.9100, -2.1708, -4.7673)
C (3.5174, -1.0632, -4.3635)
O (4.3876, -0.5377, -4.9935)
C (3.0612, -0.4548, -3.0651)
C (3.5978, 0.7044, -2.5189)
Cl (4.8514, 1.6889, -3.0606)
N (2.8912, 1.0391, -1.4098)
N (1.9136, 0.1224, -1.2176)
C (2.0078, -0.7581, -2.2014)
C (1.0380, -1.8853, -2.1391)
O (0.9958, -2.7969, -2.9167)
O (0.2291, -1.8548, -1.0675)
C (3.0705, 2.1253, -0.4939)
C (1.9559, 2.8689, -0.1408)
C (2.0974, 3.9172, 0.7571)
C (3.3465, 4.2227, 1.2805)
C (4.4564, 3.4739, 0.9088)
C (4.3248, 2.4146, 0.0227)
H (2.2094, -2.4719, -4.1517)
H (1.0024, 2.6501, -0.6036)
H (1.2360, 4.5155, 1.0272)
H (3.4623, 5.0597, 1.9558)
H (5.4327, 3.7167, 1.3061)
H (5.1849, 1.8228, -0.2574)
N (-2.8758, 2.2964, -2.4232)
C (-1.9947, 1.4918, -3.3488)
C (-0.9779, 0.6621, -2.5609)
O (-0.3337, -0.1189, -3.2089)
O (-0.9245, 0.9150, -1.2771)
H (-2.9258, 3.2832, -2.6735)
H (-2.4380, 2.1794, -1.4983)
H (-3.8250, 1.9243, -2.3807)
H (-1.4555, 2.1745, -4.0008)
H (-2.6074, 0.8257, -3.9483)
F (-4.7637, -6.1670, 5.4894)
C (-4.9843, -4.8515, 5.6313)
F (-4.6987, -4.5368, 6.9055)
F (-6.2897, -4.6309, 5.4407)
C (-4.1302, -4.0560, 4.6765)
C (-2.7481, -4.1554, 4.7883)
C (-1.9381, -3.4278, 3.9381)
C (-2.5091, -2.5983, 2.9727)
C (-3.8925, -2.5149, 2.8578)
C (-4.7047, -3.2439, 3.7137)
C (-1.6650, -1.8306, 2.0858)
C (-0.9782, -1.2008, 1.3220)
H (-2.3119, -4.8037, 5.5367)
H (-0.8618, -3.5093, 4.0097)
H (-4.3327, -1.8877, 2.0946)
H (-5.7802, -3.1818, 3.6295)



Here is a structure of composition C33H34FeN8O5S2 at a distorted geometry from the Open Molecules 2025 dataset. Energies are from wB97M-V/def2-TZVPD.

Its multiplicity is 6. Its HOMO energy (alpha / beta) is -14.88 / -14.87 eV. As for the total charge: +3. Its expectation value of S² is 8.758. As for the LUMO energy (alpha / beta): -0.3046 / -0.4122 hartree. As for the energy relative to the best compared isomer or geometry (same formula, charge and spin): 137.14 kJ/mol. Its HOMO-LUMO gap (alpha / beta) is 6.59 / 3.66 eV. Its total energy is -4151.28927 hartree.

Geometry (Å):
Fe (-0.2864, 0.0009, -0.1518)
C (2.6652, -0.9779, 4.4571)
N (1.3663, -0.7040, 3.8671)
C (0.1649, -0.8655, 4.6786)
C (1.2405, -0.3188, 2.6084)
O (0.1323, -0.0979, 2.0796)
C (2.5152, -0.1763, 1.7793)
O (2.1911, 0.2422, 0.4674)
C (2.9220, 1.3487, -0.0385)
C (1.9300, 2.3655, -0.6040)
O (0.7284, 2.0326, -0.6775)
N (2.3829, 3.5415, -0.9950)
C (3.7534, 4.0113, -0.8851)
C (1.4727, 4.5504, -1.5153)
H (2.5417, -1.2435, 5.5014)
H (3.3153, -0.1033, 4.4155)
H (3.1620, -1.8079, 3.9518)
H (0.4465, -1.0380, 5.7122)
H (-0.4264, -1.7129, 4.3276)
H (-0.4547, 0.0289, 4.6242)
H (3.0328, -1.1434, 1.7260)
H (3.1825, 0.5359, 2.2737)
H (3.5886, 0.9992, -0.8378)
H (3.5263, 1.8111, 0.7461)
H (4.4649, 3.2127, -0.7019)
H (3.8262, 4.7487, -0.0825)
H (4.0300, 4.5109, -1.8140)
H (0.4850, 4.1250, -1.6675)
H (1.8566, 4.9302, -2.4609)
H (1.4068, 5.3856, -0.8171)
O (-7.3635, -2.4451, 0.3205)
N (-7.2832, -1.2575, 0.1237)
O (-8.1960, -0.4977, -0.0592)
C (-5.9330, -0.6440, 0.1119)
C (-5.8905, 0.6999, 0.3057)
C (-4.6572, 1.4084, 0.3037)
C (-4.5690, 2.8030, 0.4750)
C (-3.3307, 3.4028, 0.4385)
C (-2.2016, 2.6023, 0.2304)
N (-2.2690, 1.2952, 0.0809)
C (-3.4617, 0.6923, 0.1074)
C (-3.4961, -0.7206, -0.1065)
N (-2.3186, -1.3410, -0.3423)
C (-2.3324, -2.6340, -0.5961)
C (-3.4992, -3.4011, -0.6157)
C (-4.7073, -2.7929, -0.3723)
C (-4.7357, -1.4098, -0.1088)
H (-6.8126, 1.2472, 0.4484)
H (-5.4690, 3.3833, 0.6180)
H (-3.2165, 4.4671, 0.5623)
H (-1.2145, 3.0379, 0.1691)
H (-1.3856, -3.1008, -0.8269)
H (-3.4383, -4.4561, -0.8295)
H (-5.6248, -3.3624, -0.3813)
S (0.5028, -6.8846, -0.4589)
C (0.6794, -5.1041, -0.2874)
C (0.3136, -4.4811, 0.9018)
C (0.3428, -3.0969, 0.9553)
N (0.6857, -2.3324, -0.0821)
C (1.0628, -2.9380, -1.2072)
C (1.0776, -4.3163, -1.3611)
C (2.1947, -7.3958, -0.1052)
C (3.1268, -7.5319, -1.1203)
C (4.3840, -8.0245, -0.7747)
N (4.6667, -8.3418, 0.4662)
C (3.7965, -8.2273, 1.4380)
C (2.5100, -7.7473, 1.1983)
H (-0.0267, -5.0524, 1.7520)
H (0.0559, -2.5791, 1.8595)
H (1.3366, -2.2915, -2.0278)
H (1.3634, -4.7575, -2.3037)
H (2.8942, -7.2975, -2.1471)
H (5.1548, -8.1811, -1.5163)
H (4.1058, -8.5383, 2.4269)
H (1.7882, -7.6809, 1.9973)
S (0.5716, 0.3667, -4.9213)
C (-1.1034, 0.2556, -4.5842)
C (-1.3063, -0.0201, -3.2707)
N (-0.1648, -0.1466, -2.5341)
C (0.8939, 0.0327, -3.2802)
H (-1.8366, 0.3977, -5.3549)
H (-2.2616, -0.1432, -2.7915)
H (1.8980, -0.0298, -2.9018)



Here is a cluster of 2 separate species, C7H21NO6P in total at a distorted geometry from the Open Molecules 2025 dataset. Energies are from wB97M-V/def2-TZVPD.

Its HOMO energy is -13.11 eV. As for the total charge: +1. As for the LUMO energy: -0.1232 hartree. Its HOMO-LUMO gap is 9.76 eV. Its total energy is -1126.49461 hartree.

Geometry (Å):
C (-2.0241, -3.2395, 2.3288)
C (-1.4977, -1.8743, 1.5754)
C (-0.8985, -2.3674, 0.1059)
O (0.3862, -1.7324, -0.2255)
P (1.7258, -2.4599, 0.6164)
O (2.7847, -1.3180, 0.8888)
O (2.4725, -3.5797, -0.5433)
O (1.2954, -3.4170, 2.0058)
O (1.2832, -2.7222, 3.1077)
H (-2.5475, -2.9820, 3.3434)
H (-1.1971, -4.0527, 2.5003)
H (-2.8277, -3.7263, 1.5929)
H (-2.4233, -1.1434, 1.4735)
H (-0.6739, -1.2784, 2.1614)
H (-0.9129, -3.5356, 0.0216)
H (-1.6827, -1.9673, -0.6961)
H (2.7537, -4.3545, 0.0445)
H (2.1444, -2.2263, 3.2559)
C (0.5552, 3.2591, -2.7701)
C (-0.5790, 3.3987, -1.7654)
C (-0.1009, 3.3244, -0.3055)
O (0.1813, 1.9631, 0.0396)
C (1.5717, 1.6344, 0.0137)
N (-1.5302, 2.2634, -1.9789)
H (0.9827, 2.2526, -2.7806)
H (0.1936, 3.4675, -3.7841)
H (1.3584, 3.9705, -2.5533)
H (-1.1291, 4.3265, -1.9483)
H (-0.9275, 3.6370, 0.3454)
H (0.7368, 4.0003, -0.1050)
H (2.2110, 2.4939, 0.2316)
H (1.8252, 1.2163, -0.9624)
H (1.7522, 0.8649, 0.7694)
H (-1.7275, 2.0685, -2.9669)
H (-2.4195, 2.4167, -1.4886)
H (-1.1149, 1.4189, -1.5483)



Here is the ion C7H12N with charge +1 at a distorted geometry from the Open Molecules 2025 dataset. Energies are from wB97M-V/def2-TZVPD.

Its HOMO energy is -13.72 eV. As for the total charge: +1. As for the LUMO energy: -0.1403 hartree. As for the energy relative to the best compared isomer or geometry (same formula, charge and spin): 302.52 kJ/mol. The SMILES is C=CC(=C)/[N+](C)=C\C. Its HOMO-LUMO gap is 9.90 eV. Its total energy is -328.31355 hartree.

Geometry (Å):
C (-0.2895, 1.3261, -1.4003)
C (-0.5964, 0.6159, -0.3288)
C (-2.7175, -0.5364, 0.7195)
C (-2.1838, 0.3693, -0.0685)
C (0.8621, -1.9970, -0.5099)
C (1.5679, 1.3585, 1.0857)
C (1.5233, -0.8899, 0.1813)
N (1.0276, 0.2594, 0.3609)
H (0.7190, 1.5451, -1.7080)
H (-3.7893, -0.6273, 0.7678)
H (-1.0544, 1.7227, -2.0467)
H (-2.7235, 1.0673, -0.6800)
H (0.9113, -2.8973, 0.1072)
H (-0.1709, -1.7689, -0.7634)
H (1.4154, -2.2343, -1.4225)
H (0.7815, 1.8161, 1.6887)
H (2.3836, 1.0316, 1.7354)
H (1.9468, 2.1185, 0.3967)
H (2.5341, -1.0665, 0.5524)
H (-2.1472, -1.2127, 1.3327)



Here is a structure of composition C10H10ClFPb at a distorted geometry from the Open Molecules 2025 dataset. Energies are from wB97M-V/def2-TZVPD.

Its HOMO energy is -0.12 eV. As for the total charge: -2. As for the LUMO energy: 0.2045 hartree. Its HOMO-LUMO gap is 5.69 eV. Its total energy is -1139.94553 hartree.

Geometry (Å):
C (0.9551, -2.1747, 3.0230)
C (1.0214, -2.3249, 1.5958)
C (-0.3160, -2.2788, 1.0920)
H (1.9543, -2.2994, 1.0377)
C (-1.2072, -2.1313, 2.2037)
C (-0.4177, -2.0688, 3.3877)
H (-0.7969, -1.9552, 4.4139)
H (1.7641, -2.0629, 3.7430)
H (-0.6326, -2.3003, 0.0479)
H (-2.2887, -2.0857, 2.2335)
Pb (0.1431, 1.5024, 0.6827)
Cl (0.9502, 1.2570, 3.0485)
C (0.1848, 2.7738, -2.1713)
C (-1.0417, 2.1429, -2.5406)
C (-0.7317, 0.9197, -3.1837)
H (-2.0328, 2.5507, -2.3828)
C (0.6863, 0.7947, -3.2363)
C (1.2530, 1.9395, -2.6236)
H (2.3075, 2.1830, -2.5782)
H (0.2829, 3.7460, -1.7059)
H (-1.4464, 0.2583, -3.6663)
H (1.2326, 0.0328, -3.7854)
F (-1.8238, 1.5812, 1.3649)